1.
83
Properties=species:S:1:pos:R:3:mulliken_charge:R:1 method="wB97M-V/def2-TZVPD" s_squared=2.02 e_lumo_ev="1.9 / 1.8" total_charge=-1 multiplicity=3 gap_ev="6.239 / 6.553"
W 0.450 -0.271 0.413 1.333
I -1.627 -5.109 0.756 -0.011
As 2.240 -1.174 -1.294 -0.109
Cl 2.553 -5.526 4.609 -0.296
S -2.090 0.087 1.495 1.271
Si 3.661 0.287 -2.359 0.276
Si 0.999 -2.615 -2.652 1.087
O -0.168 -2.261 0.560 -0.080
O -1.562 0.047 0.021 -0.604
O 3.701 5.701 -4.392 -0.454
O -2.654 1.376 1.765 -0.666
O 1.351 1.454 1.115 -0.406
O -2.908 -1.058 1.763 -0.689
O -0.701 -0.035 2.162 -0.691
N -0.941 6.671 -1.469 -0.428
N 0.227 1.401 -1.151 0.523
N -1.371 6.021 -0.503 -0.643
N 1.798 -1.191 1.930 -0.074
C 2.644 5.857 -2.210 -0.079
C -1.070 3.579 -2.288 -0.597
C 1.482 -2.481 2.209 0.765
C -0.732 4.801 -0.094 -0.023
C 1.423 6.200 -4.256 -0.752
C -0.206 1.338 -2.384 -0.594
C 4.765 -0.653 -3.554 -1.152
C -0.005 -4.302 1.765 -0.290
C 1.737 -4.546 3.421 0.572
C -0.320 4.703 1.210 -0.579
C 0.654 2.536 0.841 0.059
C 2.178 -3.223 3.181 -0.265
C 0.285 6.339 -2.139 -0.220
C 3.548 -1.281 3.522 -1.110
C 0.100 2.572 -0.477 0.922
C -0.851 2.425 -2.994 -1.677
C -0.580 3.692 -0.969 1.088
C 3.247 -2.577 3.835 -0.704
C 0.398 3.594 1.687 -1.082
C 1.453 -2.388 -4.474 -1.357
C 1.336 -4.416 -2.193 -1.220
C 4.693 1.057 -0.994 -1.050
C -0.858 -2.378 -2.550 -0.964
C 1.477 6.067 -1.484 -0.414
C 2.614 5.905 -3.597 0.840
C 0.672 -5.059 2.735 -0.427
C 0.276 6.441 -3.528 -0.186
C 2.855 1.697 -3.319 -0.375
C 0.391 -3.012 1.455 0.005
C 2.788 -0.604 2.559 -0.118
C 4.920 5.382 -3.750 -0.644
H 5.274 6.216 -3.137 0.347
H 5.165 0.288 -0.379 0.278
H 5.638 5.189 -4.543 0.238
H 3.586 2.431 -3.666 0.302
H 1.427 6.252 -5.337 0.423
H 2.331 1.309 -4.195 0.307
H 1.511 6.014 -0.405 0.453
H 4.064 1.671 -0.344 0.217
H 4.169 -1.080 -4.362 0.260
H -1.292 -3.146 -3.202 0.470
H 0.726 -2.892 -5.117 0.402
H -1.626 4.395 -2.731 0.600
H 0.341 -6.068 2.941 0.415
H -1.207 2.314 -4.009 0.498
H 4.819 4.490 -3.127 0.144
H 1.479 -1.332 -4.754 0.275
H 1.840 -4.930 -3.016 0.376
H 2.976 0.430 2.300 0.492
H 1.976 -4.486 -1.312 0.277
H 2.117 2.210 -2.694 -0.208
H 5.478 1.692 -1.417 0.352
H 3.560 5.648 -1.677 0.373
H 0.731 3.553 2.715 0.486
H 2.440 -2.807 -4.683 0.311
H 3.813 -3.117 4.583 0.437
H -0.524 5.533 1.875 0.411
H 5.278 -1.471 -3.046 0.289
H -0.649 6.703 -4.026 0.429
H 0.407 -4.943 -1.970 0.269
H 4.359 -0.758 4.009 0.424
H -1.219 -1.411 -2.906 0.316
H -0.062 0.398 -2.901 0.309
H -1.245 -2.533 -1.543 -0.003
H 5.515 0.008 -3.999 0.317

***

2.
78
Properties=species:S:1:pos:R:3:mulliken_charge:R:1 method="wB97M-V/def2-TZVPD" s_squared=0.76 e_lumo_ev="-2.6 / -2.5" total_charge=+1 multiplicity=2 gap_ev="7.570 / 7.693"
As 2.380 0.485 -1.615 1.824
Ti 0.372 -0.433 -0.302 -0.088
S 0.069 -2.609 -1.523 -0.650
S 2.101 -1.350 1.087 -0.618
F 1.125 3.590 2.706 -0.352
F 0.656 1.274 1.361 -0.354
F -1.858 3.623 -1.846 -0.494
F -1.401 5.882 -0.553 -0.378
N -0.744 1.080 -0.769 1.272
N -3.392 -0.226 -0.243 0.375
N -1.059 -1.481 0.987 0.165
N -0.458 -4.818 -0.164 -0.423
N -1.017 -2.895 0.915 -0.354
C 4.218 0.366 -5.391 -0.834
C -4.255 -1.299 -0.768 -0.807
C 6.231 0.374 0.054 -0.886
C 2.902 3.241 -0.861 -0.596
C 4.770 -0.893 1.494 -0.844
C 6.026 -0.393 1.197 -0.619
C 3.726 0.807 -4.170 -0.346
C 1.964 5.150 -1.994 -0.542
C -3.150 0.802 -1.277 -1.425
C -0.148 4.813 1.125 -0.626
C 3.895 0.145 -0.478 -0.343
C -3.173 1.347 1.705 -0.780
C 1.368 4.309 -2.926 -0.973
C 2.765 -1.366 -3.780 -0.365
C -1.729 0.790 -1.814 -1.180
C 0.375 3.625 1.601 0.084
C -0.892 4.759 -0.034 0.165
C 1.535 2.936 -2.823 -0.339
C -4.037 0.357 0.947 -0.812
C 5.161 0.637 -0.782 0.099
C 3.683 -0.633 0.658 0.808
C 3.258 -1.804 -5.002 -0.788
C 2.727 4.618 -0.964 -0.663
C -0.618 2.374 -0.241 0.879
C 3.982 -0.937 -5.808 -0.482
C 2.993 -0.058 -3.363 0.571
C -3.646 -2.045 -1.940 -0.949
C 2.313 2.402 -1.798 0.226
C -0.484 -3.486 -0.164 0.752
C 0.132 2.459 0.920 0.070
C -1.132 3.572 -0.714 -0.135
H -3.054 2.295 1.181 0.215
H 4.365 -1.276 -6.761 0.396
H 1.831 6.221 -2.071 0.446
H 2.223 -2.061 -3.150 0.185
H -1.267 -3.414 1.744 0.206
H 7.215 0.756 -0.181 0.416
H 3.917 1.827 -3.862 0.406
H -5.232 -0.878 -1.052 0.481
H -4.302 -0.474 1.605 0.484
H 3.079 -2.822 -5.321 0.414
H 4.622 -1.495 2.381 0.446
H 1.063 2.287 -3.553 0.529
H 0.769 4.719 -3.728 0.403
H -3.845 0.678 -2.114 0.441
H 6.853 -0.605 1.862 0.389
H 4.788 1.041 -6.015 0.413
H -3.626 1.566 2.672 0.506
H -3.355 1.793 -0.868 0.536
H -1.980 -1.142 0.638 0.122
H -4.987 0.833 0.663 0.448
H -4.266 -2.905 -2.192 0.465
H -0.007 -5.286 -0.934 0.244
H 0.036 5.751 1.628 0.514
H -0.718 -5.367 0.639 0.201
H -0.949 -1.210 1.964 0.392
H -2.169 0.955 1.890 -0.087
H -2.641 -2.407 -1.707 0.027
H -4.450 -1.996 0.051 0.458
H 5.315 1.227 -1.678 0.415
H -3.578 -1.429 -2.837 0.283
H 3.495 2.835 -0.051 0.460
H 3.188 5.273 -0.237 0.462
H -1.504 -0.204 -2.221 0.711
H -1.646 1.491 -2.647 0.326

***

3.
79
Properties=species:S:1:pos:R:3:mulliken_charge:R:1 method="wB97M-V/def2-TZVPD" e_lumo_ev="-4.3 / -4.3" total_charge=+1 gap_ev="6.460 / 6.455"
Rh 1.535 0.667 -0.004 -0.023
As 2.062 -1.751 0.149 1.353
S 4.059 0.776 0.435 -0.244
O 2.011 2.815 -0.255 -0.442
O -1.045 3.715 1.098 -0.721
O -0.659 -0.604 -0.205 -0.672
O 1.743 1.106 -2.086 -0.420
N 1.820 1.143 2.372 -0.214
N 1.786 3.163 -1.473 0.991
N 1.718 2.314 -2.452 -0.414
N -0.525 1.517 0.509 -0.012
N -2.658 2.209 0.372 0.169
N 3.086 1.096 2.905 -0.528
N 5.335 1.111 2.704 -0.479
C 1.104 -4.475 0.059 0.063
C 1.660 4.584 -1.794 0.261
C 4.147 1.016 2.103 0.885
C -3.487 -0.008 1.174 -0.333
C -4.875 -1.402 3.173 -0.464
C -5.095 1.130 -2.925 -0.899
C 0.914 -5.151 1.264 -0.108
C -3.821 -0.881 -3.215 -0.993
C -5.168 -0.071 2.914 -0.900
C 1.395 7.270 -2.316 -0.463
C 0.630 -3.051 -0.091 -0.853
C -3.138 -0.623 -2.031 0.147
C 1.305 -6.479 1.405 -0.701
C -4.412 1.389 -1.743 -0.180
C 1.692 5.020 -3.114 -0.414
C -1.384 2.611 0.702 -0.408
C 2.105 -6.479 -0.864 -0.771
C -4.805 -0.009 -3.664 -0.445
C -3.429 0.517 -1.285 -0.469
C 1.703 -5.155 -1.004 -0.216
C -1.228 0.469 0.087 0.327
C 3.365 -2.250 -1.181 -1.385
C -2.749 0.788 0.064 2.647
C -3.211 -1.353 1.424 0.256
C 2.913 -2.372 1.759 -1.316
C -4.481 0.618 1.921 -0.381
C -3.897 -2.042 2.421 -0.927
C 1.557 6.374 -3.366 -0.520
C 1.494 5.457 -0.737 -0.061
C 1.903 -7.145 0.340 -0.468
C 1.363 6.810 -1.007 -0.641
H 0.205 -2.852 -1.070 0.571
H 0.441 -4.634 2.095 0.412
H -3.583 -1.771 -3.788 0.412
H -4.740 1.656 1.735 0.233
H -5.405 -1.938 3.953 0.395
H -5.857 1.821 -3.266 0.400
H 1.465 2.085 2.311 0.325
H 6.161 1.071 2.134 0.221
H 2.202 -8.185 0.445 0.389
H 5.438 1.345 3.676 0.186
H -4.661 2.283 -1.179 0.275
H -5.341 -0.215 -4.582 0.399
H 1.435 5.075 0.272 0.319
H 1.280 8.330 -2.522 0.389
H 4.222 -1.591 -1.106 0.432
H -3.666 -3.087 2.606 0.427
H 2.246 -2.257 2.610 0.343
H 2.925 -2.148 -2.169 0.373
H 1.130 -6.998 2.342 0.407
H -2.461 -1.867 0.834 0.312
H -3.437 2.820 0.524 0.277
H 1.831 -4.649 -1.956 0.472
H -0.116 -2.797 0.653 0.238
H -5.938 0.438 3.485 0.396
H 3.141 -3.425 1.618 0.501
H 1.194 0.575 2.916 0.340
H 3.214 1.375 3.858 0.232
H 3.828 -1.813 1.927 0.333
H 2.566 -6.996 -1.700 0.402
H 1.590 6.732 -4.386 0.386
H 1.235 7.507 -0.189 0.368
H 3.668 -3.276 -1.008 0.474
H 1.821 4.312 -3.920 0.451
H -2.371 -1.309 -1.692 0.299

***

4.
91
Properties=species:S:1:pos:R:3:mulliken_charge:R:1 method="wB97M-V/def2-TZVPD" e_lumo_ev=-0.4 total_charge=0 gap_ev=7.316
Cs 0.625 -0.731 -1.236 1.398
Br -1.192 -3.906 -1.865 -0.076
Cl -2.251 1.558 -5.807 -0.158
Cl -3.561 1.665 -3.228 -0.112
Cl -1.417 3.491 -3.826 -0.130
S 5.383 -0.308 -4.425 -0.282
S 5.702 -0.579 1.957 -0.276
S 0.117 -2.781 1.916 0.004
S -2.061 6.645 1.888 1.230
O -1.243 7.726 2.367 -0.696
O -0.948 1.224 5.293 -0.648
O -3.444 6.548 2.285 -0.659
O 0.218 1.130 -3.506 -0.864
O -1.455 -0.359 -3.308 -0.523
O -1.754 3.173 4.821 -0.647
N 2.149 -3.749 -0.577 0.129
N 1.500 -5.077 1.236 0.533
N -1.271 2.093 4.510 1.119
N -1.443 2.665 2.097 0.326
N -0.364 0.937 1.218 0.196
N -0.310 -5.388 2.382 0.297
N 2.663 -0.143 -4.603 -0.334
N 3.679 -0.300 -2.507 -0.016
N 3.099 -1.204 2.413 -0.196
N -2.325 -1.817 -0.498 0.036
N 3.840 -0.860 0.209 0.194
C 1.375 -6.446 1.456 -0.376
C 3.843 -4.906 0.653 -0.715
C 4.925 -0.416 -1.935 -0.043
C 4.059 -0.930 1.485 0.304
C 0.251 -6.632 2.165 -0.656
C 4.424 -3.708 -1.327 -0.825
C -2.187 3.920 2.126 -1.325
C 4.808 -4.490 -0.253 -0.536
C 6.094 -0.332 0.295 -0.574
C -3.763 -2.703 -2.182 -0.576
C 4.994 -0.522 -0.471 -0.140
C -5.488 0.220 -0.478 -1.272
C -2.584 -2.671 -1.457 -0.056
C -2.004 1.836 -4.068 0.502
C -4.724 -1.762 -1.859 -0.517
C -1.183 2.665 -0.387 -0.622
C 5.966 -0.449 -2.803 -0.475
C -1.049 1.832 3.128 -0.400
C 3.089 -3.340 -1.422 -0.477
C 0.454 -4.413 1.821 -0.563
C -3.260 -0.915 -0.205 -0.544
C -2.704 7.888 -0.424 -1.409
C -1.266 5.115 2.350 -0.510
C -4.486 -0.837 -0.848 0.712
C -0.967 0.742 -3.569 0.044
C 3.755 -0.226 -3.803 0.416
C 2.531 -4.529 0.418 0.013
C -1.532 -5.115 3.109 -0.810
C -0.397 0.774 2.566 -0.556
C -1.992 6.650 0.104 -0.204
C -0.992 2.074 0.965 -0.099
H 2.773 -2.688 -2.229 0.836
H -0.935 6.639 -0.165 0.390
H -0.803 3.687 -0.435 0.338
H 1.817 0.239 -4.179 0.277
H -1.322 -4.477 3.966 0.314
H 2.262 -1.670 2.068 -0.109
H -2.239 -4.597 2.463 0.275
H 2.793 0.072 -5.575 0.243
H -3.011 -0.220 0.593 0.436
H -2.468 5.733 -0.247 0.220
H -6.487 -0.047 -0.823 0.407
H -0.208 -7.536 2.523 0.434
H -2.943 3.882 2.901 0.327
H -1.013 5.230 3.404 0.395
H 5.843 -4.773 -0.112 0.441
H -5.661 -1.740 -2.402 0.373
H -2.235 2.680 -0.682 0.377
H 7.016 -0.567 -2.592 0.455
H -3.910 -3.425 -2.971 0.465
H -2.230 8.793 -0.048 0.365
H -5.228 1.180 -0.928 0.186
H -3.749 7.888 -0.118 0.362
H 3.401 -1.514 3.321 0.249
H 7.084 -0.036 -0.008 0.459
H -0.643 2.081 -1.128 -0.201
H -2.660 7.898 -1.512 0.393
H 5.137 -3.351 -2.058 0.419
H 4.095 -5.508 1.516 0.539
H -5.528 0.362 0.603 0.367
H 2.080 -7.147 1.050 0.482
H -1.953 -6.061 3.441 0.321
H -0.343 5.042 1.772 0.418
H -2.698 3.997 1.168 0.625
H 0.041 -0.074 3.066 0.567

***

5.
77
Properties=species:S:1:pos:R:3:mulliken_charge:R:1 method="wB97M-V/def2-TZVPD" s_squared=0.78 e_lumo_ev="-11.6 / -11.0" total_charge=+3 multiplicity=2 gap_ev="4.677 / 5.224"
Br 4.600 -2.572 2.270 -0.149
V 1.037 -1.331 0.508 0.673
S -1.255 -1.267 0.307 -0.255
S 0.719 0.758 1.566 -0.315
O 3.102 0.862 -0.546 -0.518
O 2.592 -0.940 0.545 -0.283
N 2.652 -3.995 -2.291 0.238
N -1.167 2.567 1.186 0.155
N 0.303 -4.127 -2.705 0.145
N 1.103 -2.755 -0.838 0.723
N -3.068 0.646 0.496 0.152
N 1.237 -5.184 -0.768 0.141
C -1.413 5.670 2.767 -0.344
C -2.057 6.307 3.819 -0.651
C 3.546 -0.014 0.148 0.885
C 0.211 -5.289 -1.811 -0.736
C -3.664 0.642 -3.774 -0.811
C -0.326 3.625 1.767 -1.002
C -2.435 2.994 0.579 -0.731
C -1.429 3.610 4.020 -0.174
C 2.565 -5.154 -1.389 -0.700
C -2.068 4.249 5.069 -0.789
C 6.910 -1.200 1.551 -0.677
C 7.144 0.813 0.249 -0.741
C -4.102 -0.220 -0.092 -1.524
C 1.626 -4.100 -3.334 -0.625
C -0.830 1.311 1.121 0.680
C -4.964 0.983 -4.130 -0.468
C -1.817 0.317 0.618 0.518
C -5.689 0.596 -1.869 -0.377
C 4.947 -0.177 0.539 0.414
C 5.788 0.815 0.010 -0.535
C -5.973 0.956 -3.180 -0.676
C -3.510 1.988 0.898 -0.645
C 2.490 -2.801 -1.543 -1.104
C -2.381 5.600 4.970 -0.452
C 5.547 -1.185 1.345 0.377
C 0.074 -2.931 -1.964 -1.020
C -1.080 4.326 2.876 0.572
C 7.708 -0.204 1.002 -0.503
C -4.396 0.233 -1.514 0.882
C 1.022 -4.021 0.034 -0.593
C -3.380 0.277 -2.468 0.091
H -4.423 2.228 0.358 0.491
H -2.315 3.702 5.969 0.429
H 3.334 -5.079 -0.619 0.344
H -1.152 6.231 1.876 0.411
H 0.028 -4.074 0.490 0.310
H -2.301 7.358 3.741 0.421
H 0.587 3.183 2.154 0.446
H -0.073 4.334 0.974 0.393
H -2.287 3.083 -0.501 0.341
H 2.720 -6.070 -1.955 0.344
H -5.184 1.282 -5.145 0.423
H -2.878 0.655 -4.517 0.436
H 2.563 -1.924 -2.189 0.347
H 7.762 1.605 -0.149 0.438
H -6.489 0.573 -1.137 0.414
H -3.774 -1.256 -0.056 0.547
H 1.698 -3.247 -4.010 0.335
H -2.702 3.969 0.978 0.487
H -6.988 1.206 -3.456 0.420
H 1.795 -3.973 0.811 0.412
H -0.920 -2.982 -1.525 0.519
H 1.779 -5.012 -3.907 0.329
H -2.880 6.101 5.787 0.421
H 3.261 -2.763 -0.775 0.426
H -1.180 2.555 4.099 0.412
H -0.780 -5.333 -1.355 0.322
H 7.351 -1.984 2.152 0.449
H -4.999 -0.121 0.519 0.496
H 8.775 -0.239 1.173 0.431
H 0.374 -6.200 -2.382 0.338
H -2.362 0.012 -2.202 0.285
H 0.143 -2.060 -2.618 0.326
H 5.334 1.584 -0.601 0.458
H -3.731 1.980 1.970 0.352

***

6.
72
Properties=species:S:1:pos:R:3:mulliken_charge:R:1 method="wB97M-V/def2-TZVPD" s_squared=0.75 e_lumo_ev="-6.8 / -9.0" total_charge=+2 multiplicity=2 gap_ev="7.529 / 5.651"
Ge 1.121 -1.000 -1.138 -0.301
Ga -0.455 0.828 0.642 1.100
O -1.668 2.407 1.587 -0.425
O 0.827 -1.853 3.436 -0.463
O 1.192 2.349 1.038 -0.536
N -2.549 0.093 0.003 0.180
N -0.130 -0.022 2.318 -0.275
C 3.415 0.257 -2.492 -0.401
C 0.366 -0.972 2.852 0.881
C -3.083 2.635 1.532 -0.637
C -0.509 -2.274 -3.231 -0.112
C 0.850 -2.531 0.092 0.577
C -3.872 1.674 2.420 -0.793
C -0.685 -3.980 1.247 -0.697
C 0.001 0.047 -3.656 0.033
C 0.389 -4.678 1.783 -0.610
C 2.922 -0.186 -1.265 0.603
C -2.687 -0.199 -1.292 -0.649
C -4.706 -1.386 -0.876 -0.669
C -3.499 -0.262 0.874 0.786
C -0.453 -2.909 0.408 0.212
C -0.625 -0.037 -4.886 -0.831
C 1.925 -3.245 0.617 -0.295
C 4.724 0.696 -2.582 -0.686
C 5.053 0.259 -0.240 -0.753
C 2.163 3.074 3.022 -0.676
C 5.538 0.710 -1.460 -0.619
C -4.589 -1.020 0.452 -0.854
C -3.752 -0.931 -1.778 -0.676
C 1.162 3.786 0.933 -0.587
C -1.201 -1.235 -5.285 -0.552
C 2.308 2.066 1.890 -0.127
C 1.687 -4.320 1.457 -0.761
C 0.070 -1.073 -2.827 0.221
C 3.747 -0.185 -0.142 -0.305
C -3.404 0.215 2.285 -0.589
C 1.675 4.328 2.282 -0.634
C -1.136 -2.351 -4.464 -0.795
H -4.030 -0.405 2.924 0.617
H 3.362 -0.550 0.801 0.557
H -4.926 1.759 2.153 0.416
H -1.570 -3.285 -4.783 0.461
H 2.244 1.028 2.214 0.242
H 3.101 3.229 3.547 0.414
H 2.942 -2.977 0.360 0.510
H 3.239 2.224 1.332 0.232
H -1.698 -4.266 1.489 0.475
H 1.830 4.082 0.116 0.344
H 0.209 -5.500 2.459 0.432
H -5.524 -2.009 -1.206 0.478
H 0.431 0.987 -3.326 0.468
H -3.770 1.965 3.467 0.407
H -1.915 0.172 -1.954 0.768
H 2.790 0.233 -3.376 0.415
H 5.692 0.243 0.629 0.461
H -3.827 -1.138 -2.833 0.530
H 6.556 1.061 -1.538 0.439
H -5.332 -1.321 1.175 0.575
H -2.370 0.126 2.630 -0.261
H 2.518 -4.872 1.866 0.461
H -1.290 -2.357 -0.013 0.276
H 5.109 1.019 -3.537 0.450
H 2.496 5.021 2.113 0.336
H -3.367 2.520 0.483 0.346
H 1.421 2.720 3.738 0.233
H 0.903 4.852 2.840 0.283
H -1.713 -1.294 -6.233 0.450
H 0.141 4.088 0.691 0.351
H -1.377 2.518 2.505 0.287
H -0.665 0.829 -5.527 0.440
H -0.456 -3.148 -2.594 0.423
H -3.284 3.671 1.828 0.398

***

Max |F|, respectively: 0.018, 0.019, 0.100, 0.013, 0.065, 0.039 hartree/bohr.